Version A
{
  "formula": "C5H12NOS",
  "method": "ωB97M-V/def2-TZVPD",
  "orbital_gap_ev": 3.86,
  "lumo_ev": 0.918,
  "total_charge": -1,
  "species": ["S", "O", "N", "C", "C", "C", "C", "C", "H", "H", "H", "H", "H", "H", "H", "H", "H", "H", "H", "H"],
  "positions_angstrom": [[3.9126, -0.3333, -0.4262], [-2.4662, 0.2862, -1.3505], [-0.9297, -1.0271, 0.0820], [-2.4955, -0.6727, -0.4365], [2.2343, -0.6257, -0.5687], [1.2643, 0.0454, 0.4671], [-0.8871, 1.1655, 1.2160], [-0.2139, 0.3333, 0.1062], [2.0532, -1.7213, -0.6357], [-0.3141, 0.7884, -0.8729], [-0.3408, 2.0935, 1.5022], [-2.7642, -1.6612, -0.8689], [-0.5916, -1.3670, -0.8926], [-1.8941, 1.4250, 0.8851], [1.7915, -0.3511, -1.5733], [1.2140, -0.6271, 1.3543], [2.8903, 1.2786, -1.3870], [-1.0164, 0.5261, 2.1051], [1.7274, 0.9650, 0.8403], [-3.1742, -0.5205, 0.4540]]
}

Version B
{
  "formula": "C5H12NOS",
  "method": "ωB97M-V/def2-TZVPD",
  "orbital_gap_ev": 6.07,
  "smiles": "CCN[C@H](CO)C[S-]",
  "lumo_ev": 3.446,
  "total_charge": -1,
  "species": ["S", "O", "N", "C", "C", "C", "C", "C", "H", "H", "H", "H", "H", "H", "H", "H", "H", "H", "H", "H"],
  "positions_angstrom": [[2.0157, -1.7180, 2.4135], [3.0964, 0.0522, 0.0516], [-0.6393, -0.1710, -0.1206], [-2.5938, 1.2301, -0.7090], [0.6840, -0.3324, 0.5695], [1.7776, -0.1237, -0.5294], [-1.0565, 1.0580, -0.6623], [0.6265, -1.6547, 1.2723], [-2.8681, 2.1813, -1.1173], [1.5325, 0.7862, -1.0910], [0.8575, -2.4888, 0.5252], [-0.7119, 1.2416, -1.6736], [1.7145, -1.0842, -1.2160], [-0.8524, -0.9388, -0.8114], [3.1559, -0.4023, 0.9527], [-0.8189, 1.9707, 0.0678], [-3.2312, 0.5680, -1.3076], [-0.3093, -1.9250, 1.7347], [0.7381, 0.5026, 1.2679], [-3.1173, 1.2481, 0.3831]]
}

version B is the most stable structure shown above.